# C10H27F12HfMgO24S4

A structure of composition C10H27F12HfMgO24S4 in a non-equilibrium geometry (ωB97M-V/def2-TZVPD, the OMol25 dataset).

Results
Charge = +1
Kohn-Sham gap = 3.94 eV
Multiplicity = 1

Each line ends with the Mulliken charge.
CARTESIAN COORDINATES (ANGSTROEM)
Mg: -2.102498 -1.922186 1.251965  0.396
Hf: 3.618681 0.577591 0.537951  1.059
C: 1.313101 2.292133 4.370123  0.497
F: 2.538345 2.674214 4.747569  -0.215
F: 1.211778 0.999428 4.701442  -0.199
F: 0.434765 3.072306 4.945584  -0.162
S: 1.230248 2.497933 2.525637  0.851
O: -0.059191 2.007915 2.127053  -0.389
O: 1.548716 3.861237 2.292334  -0.619
O: 2.332404 1.603262 2.037370  -1.303
C: 5.450815 -3.214568 -0.821207  0.532
F: 5.925966 -2.433914 -1.787016  -0.158
F: 5.576486 -4.468890 -1.141062  -0.158
F: 6.102957 -2.883689 0.306510  -0.229
S: 3.624366 -2.903666 -0.574147  1.225
O: 3.269746 -3.580263 0.653178  -0.804
O: 3.466123 -1.407596 -0.360171  -0.803
O: 3.032830 -3.404166 -1.741406  -0.575
C: -0.633396 1.215661 -1.394867  -0.085
F: 0.203150 1.985339 -2.059650  -0.156
F: -1.257321 1.853070 -0.396190  -0.030
F: -1.576365 0.770348 -2.202561  -0.126
S: 0.258971 -0.242089 -0.693769  1.731
O: 1.505674 0.420962 -0.198399  2.045
O: -0.516810 -0.733153 0.424564  0.516
O: 0.459804 -1.141837 -1.749162  -0.529
C: 3.702853 2.128583 -3.915847  0.484
F: 2.707159 2.833671 -3.320269  -0.202
F: 3.427001 1.968004 -5.175461  -0.165
F: 4.815123 2.853975 -3.753725  -0.221
S: 3.861084 0.473878 -3.105039  0.920
O: 5.104461 -0.092687 -3.519111  -0.557
O: 3.858551 0.790385 -1.623324  -0.947
O: 2.713876 -0.239397 -3.564559  -0.568
C: -1.441497 -4.939842 -1.587790  -1.281
C: -2.405353 -4.444317 -0.503266  0.648
C: -2.374571 -5.340347 0.745469  -1.401
O: -2.175329 -3.084191 -0.261329  0.012
H: -1.843009 -5.879037 -1.983245  0.371
H: -0.439746 -5.087862 -1.184769  0.216
H: -1.442134 -4.255100 -2.432118  0.386
H: -3.423397 -4.563816 -0.911980  0.237
H: -1.394966 -5.679432 1.085439  0.190
H: -3.096669 -6.137107 0.562624  0.416
H: -2.829199 -4.775242 1.577998  0.217
O: -2.484588 -1.912024 -3.162683  -0.680
H: -3.018553 -1.167285 -2.851554  0.314
H: -2.295697 -2.409715 -2.351257  0.198
O: 2.989667 2.802082 -0.330572  -0.368
H: 3.309929 3.541975 0.208707  0.273
H: 2.348252 3.191446 -0.947499  0.215
O: -0.603841 -2.997224 2.184759  -0.489
H: 0.285919 -3.216043 1.883531  0.201
H: -0.887713 -3.756377 2.712947  0.279
O: -4.164182 2.854960 -1.882834  -0.673
H: -3.208198 2.863336 -1.743213  0.284
H: -4.527966 3.169784 -1.049337  0.318
O: 2.531241 -1.013857 1.957838  -0.410
H: 1.757390 -1.101389 2.531600  0.173
H: 3.025581 -1.854499 2.036992  0.307
O: -3.360393 -0.447441 0.682532  -0.261
H: -3.646748 -0.457295 -0.257777  0.261
H: -3.831377 0.293823 1.071684  0.187
O: -1.628669 -0.458697 2.807697  -0.537
H: -1.064201 0.329191 2.688166  0.099
H: -2.214004 -0.247644 3.544575  0.284
O: -4.388779 -0.321114 -1.967272  -0.681
H: -5.268277 -0.493946 -1.610508  0.250
H: -4.443390 0.580761 -2.328278  0.323
C: -1.347112 5.175074 2.094287  0.153
C: -2.742602 4.586725 1.861846  -0.124
O: -2.929305 4.657167 0.410819  -0.337
C: -1.702160 4.693192 -0.152131  0.641
O: -1.488611 4.577614 -1.314447  -0.517
O: -0.787006 4.941718 0.789966  -0.284
H: -0.601280 4.716249 2.745828  -0.137
H: -1.325077 6.200182 2.471098  0.271
H: -3.634156 5.109792 2.205792  0.335
H: -2.937705 3.543979 2.127293  0.064

Forces on atoms 1 to 3 (eV/Å):
1.129 0.203 -1.624
-8.117 -1.741 -5.417
1.817 -0.140 -0.736